# 1
One molecule with the formula C5H10O in a non-equilibrium geometry. Source: OMol25; level of theory: the ωB97M-V functional and the def2-TZVPD basis.

Element x y z (Å)
O1 0.561 -1.680 -0.309
C1 -1.973 -0.100 0.435
C2 0.671 -0.264 -0.208
C3 -0.614 0.534 0.216
C4 0.477 0.252 1.201
C5 1.654 0.368 -1.133
H1 -2.345 0.269 1.523
H2 2.647 0.008 -0.898
H3 -0.771 1.518 -0.178
H4 1.396 0.027 -2.152
H5 1.170 1.030 1.566
H6 0.157 -0.485 2.015
H7 -1.890 -1.277 0.361
H8 0.032 -1.810 -1.127
H9 -2.792 0.196 -0.326
H10 1.619 1.414 -0.985

Results
Relative energy (zero: lowest compared OMol25 entry of this formula, charge and spin) (kcal per mole): 38.5
Multiplicity: 1
Charge: 0
Structure (SMILES): C[C@H]1C[C@@]1(C)O

***

# 2
One molecule with the formula C5H10O. Source: OMol25; level of theory: the ωB97M-V functional and the def2-TZVPD basis.

Element x y z (Å)
O1 1.590 1.421 -0.461
C1 1.287 -0.713 0.729
C2 -0.531 1.172 0.674
C3 -0.675 0.394 -0.622
C4 -1.470 -0.910 -0.651
C5 0.660 0.505 0.063
H1 0.526 -1.447 0.978
H2 2.000 -1.206 0.052
H3 -0.949 0.747 1.585
H4 -1.181 -1.561 0.171
H5 -0.559 2.258 0.620
H6 2.104 0.955 -1.133
H7 -2.549 -0.731 -0.563
H8 1.819 -0.442 1.647
H9 -0.778 1.020 -1.510
H10 -1.294 -1.465 -1.581

Results
Relative energy (zero: lowest compared OMol25 entry of this formula, charge and spin) (kcal per mole): 23.2
Multiplicity: 1
Charge: 0
Structure (SMILES): C[C@H]1C[C@]1(C)O

***

# 3
One molecule with the formula C5H10O. Source: OMol25; level of theory: the ωB97M-V functional and the def2-TZVPD basis.

Element x y z (Å)
O1 -0.068 -1.438 0.159
C1 -0.414 1.506 -0.279
C2 -0.289 0.776 -1.585
C3 0.823 0.710 -0.579
C4 -0.759 -1.369 1.382
C5 1.092 -0.638 0.064
H1 1.727 1.287 -0.775
H2 -0.336 2.588 -0.303
H3 -0.116 -1.648 2.230
H4 -1.117 1.134 0.458
H5 -0.167 1.349 -2.498
H6 1.781 -1.195 -0.582
H7 -0.873 -0.136 -1.686
H8 1.568 -0.534 1.052
H9 -1.172 -0.373 1.582
H10 -1.585 -2.078 1.305

Results
Relative energy (zero: lowest compared OMol25 entry of this formula, charge and spin) (kcal per mole): 38.8
Multiplicity: 1
Charge: 0
Structure (SMILES): COCC1CC1

***

# 4
One molecule with the formula C5H10O. Source: OMol25; level of theory: the ωB97M-V functional and the def2-TZVPD basis.

Element x y z (Å)
O1 -1.191 0.109 0.816
C1 1.611 -0.837 -0.171
C2 1.138 0.449 -0.859
C3 -0.950 0.983 -0.133
C4 0.466 1.480 0.082
C5 -2.305 -0.771 0.636
H1 1.928 -1.606 -0.887
H2 1.956 0.890 -1.435
H3 -3.009 -0.625 1.459
H4 0.830 1.453 1.119
H5 -2.789 -0.597 -0.328
H6 2.474 -0.632 0.474
H7 0.841 -1.279 0.472
H8 0.579 2.483 -0.339
H9 -1.896 -1.783 0.682
H10 0.319 0.283 -1.588

Results
Relative energy (zero: lowest compared OMol25 entry of this formula, charge and spin) (kcal per mole): 72.8
Multiplicity: 1
Charge: 0

***

# 5
One molecule with the formula C5H10O in a non-equilibrium geometry. Source: OMol25; level of theory: the ωB97M-V functional and the def2-TZVPD basis.

Element x y z (Å)
O1 -2.792 0.572 -0.330
C1 -1.848 -0.529 -0.374
C2 2.371 -0.383 -0.219
C3 0.159 0.927 0.177
C4 1.467 0.850 -0.192
C5 -0.665 -0.275 0.574
H1 -2.386 -1.432 -0.111
H2 1.962 1.837 -0.416
H3 -3.230 0.500 0.563
H4 0.016 -1.130 0.576
H5 -0.390 1.894 0.223
H6 -1.502 -0.610 -1.399
H7 2.827 -0.508 -1.224
H8 1.870 -1.308 0.099
H9 3.255 -0.228 0.446
H10 -1.115 -0.177 1.608

Results
Relative energy (zero: lowest compared OMol25 entry of this formula, charge and spin) (kcal per mole): 27.4
Multiplicity: 1
Charge: 0
Structure (SMILES): C/C=C\CCO

***

# 6
One molecule with the formula C5H10O. Source: OMol25; level of theory: the ωB97M-V functional and the def2-TZVPD basis.

Element x y z (Å)
O1 -1.073 -0.493 1.071
C1 -0.091 -0.015 -1.157
C2 1.244 -1.486 0.311
C3 0.593 -1.347 -0.850
C4 -0.864 0.528 0.111
C5 -0.166 1.743 0.730
H1 0.659 0.718 -1.486
H2 -1.875 0.849 -0.176
H3 -0.901 -1.320 0.596
H4 1.485 -2.453 0.754
H5 1.403 -0.607 0.941
H6 0.377 -2.217 -1.487
H7 0.887 1.559 0.980
H8 -0.818 -0.112 -1.975
H9 -0.674 2.091 1.635
H10 -0.186 2.563 0.003

Results
Relative energy (zero: lowest compared OMol25 entry of this formula, charge and spin) (kcal per mole): 33.4
Multiplicity: 1
Charge: 0
Structure (SMILES): C=CC[C@H](C)O

***

# 7
One molecule with the formula C5H10O. Source: OMol25; level of theory: the ωB97M-V functional and the def2-TZVPD basis.

Element x y z (Å)
O1 1.259 -0.640 0.552
C1 2.528 -0.241 0.057
C2 -1.064 -1.013 0.191
C3 -0.871 1.237 0.018
C4 0.260 -0.500 -0.335
C5 -1.934 0.178 -0.210
H1 2.726 -0.702 -0.916
H2 -0.594 1.384 1.064
H3 2.563 0.852 -0.046
H4 -2.183 0.123 -1.277
H5 -1.034 -1.089 1.288
H6 -1.340 -1.996 -0.210
H7 0.130 0.593 -0.816
H8 -2.868 0.295 0.349
H9 -0.937 2.183 -0.529
H10 3.273 -0.558 0.789

Results
Relative energy (zero: lowest compared OMol25 entry of this formula, charge and spin) (kcal per mole): 100.2
Multiplicity: 1
Charge: 0

***

# 8
One molecule with the formula C5H10O in a non-equilibrium geometry. Source: OMol25; level of theory: the ωB97M-V functional and the def2-TZVPD basis.

Element x y z (Å)
O1 -1.318 -0.017 0.809
C1 -0.296 0.071 -0.556
C2 -0.693 -0.673 1.781
C3 0.364 -1.444 1.542
C4 1.261 0.214 -0.827
C5 -0.996 1.277 -1.074
H1 -0.872 1.341 -2.151
H2 -0.595 -0.890 -0.959
H3 -2.042 1.182 -0.797
H4 0.992 -1.644 2.381
H5 1.349 0.241 -1.937
H6 -0.582 2.175 -0.598
H7 -1.024 -0.511 2.812
H8 1.906 -0.610 -0.508
H9 0.576 -1.945 0.604
H10 1.714 1.153 -0.488

Results
Relative energy (zero: lowest compared OMol25 entry of this formula, charge and spin) (kcal per mole): 68.5
Multiplicity: 1
Charge: 0
Structure (SMILES): C=COC(C)C

***

# 9
One molecule with the formula C5H10O in a non-equilibrium geometry. Source: OMol25; level of theory: the ωB97M-V functional and the def2-TZVPD basis.

Element x y z (Å)
O1 1.495 0.394 -0.198
C1 -2.086 -0.863 0.028
C2 -0.901 -0.082 -0.076
C3 -1.043 1.503 -0.004
C4 2.748 -0.190 0.092
C5 0.400 -0.503 -0.195
H1 3.235 0.139 1.066
H2 -3.045 -0.239 0.165
H3 0.721 -1.519 -0.454
H4 -2.052 1.818 -0.464
H5 2.804 -1.317 0.210
H6 -2.311 -1.615 0.873
H7 3.444 0.136 -0.646
H8 -2.287 -1.407 -0.888
H9 -0.147 1.964 -0.612
H10 -0.973 1.781 1.104

Results
Relative energy (zero: lowest compared OMol25 entry of this formula, charge and spin) (kcal per mole): 55.1
Multiplicity: 1
Charge: 0
Structure (SMILES): COC=C(C)C

***

# 10
One molecule with the formula C5H10O in a non-equilibrium geometry. Source: OMol25; level of theory: the ωB97M-V functional and the def2-TZVPD basis.

Element x y z (Å)
O1 -0.240 1.421 -1.496
C1 -0.557 -0.973 -0.532
C2 -0.165 0.486 -0.431
C3 1.063 1.083 -0.953
C4 -0.577 1.245 0.816
C5 0.156 -1.758 0.579
H1 -1.655 1.180 0.982
H2 -0.292 -1.384 -1.513
H3 1.570 1.674 -0.180
H4 -1.645 -1.080 -0.419
H5 -0.339 2.295 0.616
H6 -0.095 -2.822 0.554
H7 1.708 0.797 -1.769
H8 -0.113 -1.382 1.573
H9 1.244 -1.666 0.478
H10 -0.022 0.922 1.699

Results
Relative energy (zero: lowest compared OMol25 entry of this formula, charge and spin) (kcal per mole): 37.4
Multiplicity: 1
Charge: 0
Structure (SMILES): CC[C@@]1(C)CO1

***

# 11
One molecule with the formula C5H10O in a non-equilibrium geometry. Source: OMol25; level of theory: the ωB97M-V functional and the def2-TZVPD basis.

Element x y z (Å)
O1 -0.584 1.805 0.313
C1 -1.131 -0.624 0.888
C2 -0.508 0.481 -0.028
C3 2.117 -0.037 0.309
C4 0.817 -0.018 -0.501
C5 -1.643 -0.333 -0.579
H1 -1.919 -0.430 1.735
H2 -0.861 -1.611 0.976
H3 0.986 0.347 -1.482
H4 -0.883 2.154 -0.528
H5 -1.208 -0.988 -1.299
H6 2.311 1.031 0.602
H7 1.876 -0.456 1.266
H8 -2.602 0.101 -0.487
H9 2.772 -0.313 -0.426
H10 0.460 -1.110 -0.758

Results
Relative energy (zero: lowest compared OMol25 entry of this formula, charge and spin) (kcal per mole): 67.7
Multiplicity: 1
Charge: 0
Structure (SMILES): CCC1(O)CC1

***

# 12
C5H10O as an isolated structure. Source: OMol25; level of theory: the ωB97M-V functional and the def2-TZVPD basis.

Element x y z (Å)
O1 -0.964 1.621 -0.499
C1 -0.700 -0.147 0.172
C2 1.560 -1.107 0.871
C3 -1.988 -0.155 0.773
C4 1.849 0.236 0.278
C5 0.537 0.007 0.965
H1 0.393 0.465 1.941
H2 -2.765 -0.747 0.293
H3 -1.200 1.596 -1.442
H4 2.068 -1.399 1.786
H5 -1.888 1.127 0.161
H6 -2.031 -0.112 1.861
H7 -0.559 -0.631 -0.797
H8 1.827 0.341 -0.803
H9 2.568 0.879 0.777
H10 1.345 -1.934 0.198

Results
Relative energy (zero: lowest compared OMol25 entry of this formula, charge and spin) (kcal per mole): 90.4
Multiplicity: 1
Charge: 0

***

# 13
One molecule with the formula C5H10O. Source: OMol25; level of theory: the ωB97M-V functional and the def2-TZVPD basis.

Element x y z (Å)
O1 0.275 -1.191 -0.159
C1 0.028 0.883 -0.523
C2 1.164 -0.054 -0.122
C3 1.810 0.207 1.219
C4 -2.106 -0.596 -0.224
C5 -0.735 -0.410 -0.829
H1 1.926 -0.169 -0.904
H2 -2.467 -1.618 -0.379
H3 -2.814 0.104 -0.683
H4 2.187 1.236 1.193
H5 2.639 -0.470 1.455
H6 -2.061 -0.403 0.854
H7 1.047 0.137 2.003
H8 0.213 1.594 -1.331
H9 -0.750 -0.632 -1.908
H10 -0.373 1.397 0.358

Results
Relative energy (zero: lowest compared OMol25 entry of this formula, charge and spin) (kcal per mole): 21.3
Multiplicity: 1
Charge: 0
Structure (SMILES): C[C@@H]1C[C@H](C)O1

***

# 14
One molecule with the formula C5H10O in a non-equilibrium geometry. Source: OMol25; level of theory: the ωB97M-V functional and the def2-TZVPD basis.

Element x y z (Å)
O1 2.087 -0.162 -0.827
C1 0.784 0.218 1.270
C2 0.888 0.357 -0.260
C3 -1.718 -0.357 0.255
C4 -0.412 -0.485 -0.529
C5 -0.061 0.646 -1.395
H1 -0.081 -1.493 -0.724
H2 1.789 0.221 1.674
H3 0.154 0.969 1.741
H4 -2.515 -0.670 -0.432
H5 -0.709 1.511 -1.453
H6 2.846 0.029 -0.259
H7 -1.799 -0.988 1.150
H8 -1.962 0.673 0.554
H9 0.359 -0.766 1.575
H10 0.350 0.297 -2.339

Results
Relative energy (zero: lowest compared OMol25 entry of this formula, charge and spin) (kcal per mole): 67.5
Multiplicity: 1
Charge: 0
Structure (SMILES): C[C@H]1C[C@]1(C)O

***

# 15
A 3-piece molecular cluster, C5H10O overall in a non-equilibrium geometry. Source: OMol25; level of theory: the ωB97M-V functional and the def2-TZVPD basis.

Element x y z (Å)
O1 -0.116 -0.203 -1.404
C1 1.112 -1.428 0.269
C2 0.548 -0.169 -0.316
C3 1.067 1.126 0.230
C4 -2.395 0.772 0.112
C5 -1.615 -0.288 0.149
H1 -2.057 1.715 -0.310
H2 -1.886 -1.281 0.491
H3 2.155 1.149 0.117
H4 0.831 1.195 1.295
H5 1.044 -1.411 1.359
H6 -3.411 0.762 0.511
H7 2.171 -1.479 -0.008
H8 0.635 1.968 -0.306
H9 1.311 -0.127 -2.051
H10 0.605 -2.300 -0.138

Results
Relative energy (zero: lowest compared OMol25 entry of this formula, charge and spin) (kcal per mole): 163.2
Multiplicity: 1
Charge: 0

***

# 16
A 2-piece molecular cluster, C5H10O overall. Source: OMol25; level of theory: the ωB97M-V functional and the def2-TZVPD basis.

Element x y z (Å)
O1 2.702 -0.050 0.181
C1 -1.599 -0.924 0.768
C2 1.397 -0.402 0.676
C3 -2.547 0.167 0.500
C4 2.143 0.492 -1.019
C5 0.710 0.324 -0.491
H1 -2.842 0.389 -0.535
H2 0.038 -0.271 -1.119
H3 2.380 -0.124 -1.897
H4 2.476 1.521 -1.204
H5 -2.367 1.083 1.071
H6 1.210 -0.003 1.678
H7 1.243 -1.487 0.694
H8 -1.737 -1.654 -0.061
H9 0.221 1.261 -0.216
H10 -3.430 -0.322 0.973

Results
Relative energy (zero: lowest compared OMol25 entry of this formula, charge and spin) (kcal per mole): 130.2
Multiplicity: 1
Charge: 0

***

# 17
One molecule with the formula C5H10O in a non-equilibrium geometry. Source: OMol25; level of theory: the ωB97M-V functional and the def2-TZVPD basis.

Element x y z (Å)
O1 -2.229 -1.079 -1.022
C1 -1.817 0.118 -1.249
C2 1.745 0.483 0.138
C3 -0.545 0.679 -0.668
C4 0.411 -0.275 0.066
C5 -0.121 -1.043 1.384
H1 -2.406 0.783 -1.940
H2 1.756 1.300 0.928
H3 -0.819 -0.277 2.080
H4 -0.834 1.538 0.003
H5 0.594 -1.157 -0.585
H6 -0.042 1.299 -1.435
H7 -0.880 -1.778 0.758
H8 1.937 1.043 -0.875
H9 2.622 -0.169 0.340
H10 0.629 -1.467 2.077

Results
Relative energy (zero: lowest compared OMol25 entry of this formula, charge and spin) (kcal per mole): 44.3
Multiplicity: 1
Charge: 0
Structure (SMILES): CC(C)CC=O

***

# 18
A 2-piece molecular cluster, C5H10O overall in a non-equilibrium geometry. Source: OMol25; level of theory: the ωB97M-V functional and the def2-TZVPD basis.

Element x y z (Å)
O1 -0.839 -0.795 2.726
C1 -0.035 -1.615 -1.859
C2 1.625 0.095 -2.745
C3 -1.266 1.496 3.185
C4 -0.431 0.464 3.058
C5 0.333 -0.357 -2.093
H1 2.529 -0.336 -2.321
H2 0.606 -2.468 -1.681
H3 -1.090 -1.797 -2.010
H4 -1.697 -0.647 2.310
H5 1.636 1.192 -2.711
H6 -2.330 1.332 3.266
H7 0.630 0.611 3.193
H8 1.480 -0.061 -3.810
H9 -0.789 2.442 3.363
H10 -0.362 0.446 -1.871

Results
Relative energy (zero: lowest compared OMol25 entry of this formula, charge and spin) (kcal per mole): 61.5
Multiplicity: 1
Charge: 0
Structure (SMILES): C=CC.C=CO

***

# 19
One molecule with the formula C5H10O in a non-equilibrium geometry. Source: OMol25; level of theory: the ωB97M-V functional and the def2-TZVPD basis.

Element x y z (Å)
O1 1.757 0.288 -0.330
C1 0.420 0.776 -0.208
C2 0.993 1.713 1.088
C3 -0.504 -1.679 -0.656
C4 -0.585 -0.361 0.106
C5 -1.731 -0.833 -0.774
H1 -0.570 -2.612 -0.097
H2 -2.638 -1.185 -0.282
H3 0.262 1.652 1.877
H4 -1.920 -0.340 -1.725
H5 -0.788 -0.471 1.167
H6 1.189 2.722 0.734
H7 1.980 1.436 1.594
H8 0.151 -1.735 -1.523
H9 0.173 1.047 -1.283
H10 1.809 -0.419 0.313

Results
Relative energy (zero: lowest compared OMol25 entry of this formula, charge and spin) (kcal per mole): 70.8
Multiplicity: 1
Charge: 0
Structure (SMILES): C[C@@H](O)C1CC1

***

# 20
A 2-piece molecular cluster, C5H10O overall. Source: OMol25; level of theory: the ωB97M-V functional and the def2-TZVPD basis.

Element x y z (Å)
O1 0.570 -1.905 -1.372
C1 -0.502 0.279 0.932
C2 0.815 0.364 0.719
C3 1.463 1.001 -0.469
C4 -0.051 -2.117 -0.360
C5 -1.569 0.822 0.027
H1 -1.160 -2.100 -0.329
H2 -1.227 0.853 -1.010
H3 -1.876 1.837 0.310
H4 1.616 2.071 -0.304
H5 1.484 -0.106 1.437
H6 -2.463 0.194 0.059
H7 -0.837 -0.238 1.829
H8 0.865 0.890 -1.374
H9 0.434 -2.411 0.590
H10 2.439 0.566 -0.684

Results
Relative energy (zero: lowest compared OMol25 entry of this formula, charge and spin) (kcal per mole): 39.0
Multiplicity: 1
Charge: 0
Structure (SMILES): C/C=C\C.C=O

***

Values for DFT total energy, Ha, ordered as above
-271.69123, -271.71572, -271.69076, -271.63659, -271.70901, -271.69932, -271.59290, -271.64350, -271.66481, -271.69305, -271.64471, -271.60860, -271.71861, -271.64512, -271.49249, -271.54513, -271.68205, -271.65460, -271.63973, -271.69050